Computed, not measured: a cluster of 2 separate species, C6H18N3 in total, with ωB97M-V/def2-TZVPD.

```
27
Properties=species:S:1:pos:R:3:forces:R:3:lowdin_charge:R:1
C 1.350765 0.885658 0.639573 -3.2747 -0.8607 -0.1700 -0.53
C 0.126650 0.542177 1.605928 0.2761 3.1636 0.4154 -0.09
C 1.115039 2.194105 -0.010727 -1.1841 2.6586 -1.4378 -0.12
C 2.505780 0.834918 1.509377 3.9070 -0.0978 1.4473 -0.13
H 1.392366 0.060830 -0.135606 0.1799 0.7790 0.6825 0.12
H -0.824636 1.035823 1.254116 0.5838 -1.3610 0.0427 0.08
H 0.282432 1.110048 2.584088 0.0867 -0.4507 -1.1862 0.10
H 1.846428 2.572026 -0.713944 0.7662 -0.5500 -0.1704 0.08
H 0.175700 2.408672 -0.585839 0.2765 -1.1529 0.3653 0.08
H 1.038270 3.050283 0.656873 0.2433 -0.2407 0.8725 0.09
H 3.506398 0.824428 0.969189 -1.1533 0.1314 0.4940 0.11
H 2.626831 1.594780 2.365773 -0.6949 -0.8427 -1.5151 0.12
H 2.418954 -0.137761 1.983602 0.5387 -0.2113 0.4577 0.07
H 0.145897 -0.464119 1.957765 -0.5492 -0.9849 -0.3105 0.04
C -0.527662 -0.373865 -2.486871 0.7264 0.2255 2.2139 0.00
C -1.697724 -1.619189 -0.546007 2.0118 -0.0934 0.1173 -0.32
N -0.639301 -1.586057 -1.497769 -2.6989 1.2307 0.5888 0.05
N -2.777714 -0.716258 -0.623490 4.1654 -2.0253 -0.6500 0.21
N -1.543388 -2.517001 0.479520 3.1010 0.6411 -3.8906 0.20
H 0.222040 -2.146529 -1.305928 -1.3183 0.8503 -0.2941 0.16
H -3.072081 -0.758121 -1.564458 -0.8495 0.7019 -1.2066 0.10
H -3.478705 -0.894295 0.025198 -1.5245 -0.3333 1.2904 0.09
H -0.650113 -3.072651 0.364144 -1.7620 0.8097 0.7770 0.16
H -2.091678 -2.688659 1.264381 -1.3224 0.0082 1.1687 0.10
H -1.411085 -0.079382 -3.037003 -0.8250 -0.4446 0.5843 0.07
H 0.145205 -0.554756 -3.314993 0.6429 -0.5513 0.4440 0.08
H -0.184670 0.494894 -1.836892 -0.3490 -0.9994 -1.1307 0.08
```
Positions in Å, forces in eV/Å.

The calculation puts the energy above the lowest of the compared OMol25 structures with the same formula, charge and spin at 51.92 kcal per mole. The calculation puts the lowest unoccupied orbital energy at -3.2 eV. Its total charge is +1. The orbital gap is 10.51 eV. As for the electronic energy: -10977.01486 eV.

***

Computed, not measured: a cluster of 2 separate species, C6H18NO in total, with ωB97M-V/def2-TZVPD.

```
26
Properties=species:S:1:pos:R:3:forces:R:3:lowdin_charge:R:1
C 0.112258 0.215831 -2.133400 0.2324 0.1070 -0.2552 -0.02
C -0.218019 -0.716199 -0.979258 0.8230 0.2387 0.2668 -0.28
C -1.168803 -0.105317 0.050463 0.4837 -0.6939 0.8191 -0.36
C -1.663406 -1.190108 1.022730 -0.0606 -0.0130 -0.1700 -0.04
C -0.536860 1.097971 0.753197 -0.6134 0.4191 0.4732 -0.22
C -1.586874 1.916463 1.533594 0.7021 0.6541 -0.1277 -0.07
N 1.088273 -1.103526 -0.238146 -0.8281 0.2989 0.7188 0.22
H 0.190878 -0.292855 -3.092875 -0.0799 -0.0794 0.0733 0.09
H 1.040214 0.770344 -2.005196 0.1610 -0.0486 0.1956 0.09
H -0.649101 0.980403 -2.203192 -0.3204 0.0603 -0.1776 0.09
H -0.559925 -1.669964 -1.339889 -0.5247 -0.2569 -0.1646 0.14
H -2.035340 0.229856 -0.486883 -0.4260 0.2819 -0.5035 0.15
H -2.549146 -0.888037 1.574151 0.0206 0.2218 0.0454 0.08
H -0.927151 -1.485259 1.782289 0.0085 -0.0261 -0.1851 0.09
H -1.974494 -2.058559 0.439084 0.1139 -0.1638 0.1698 0.09
H -0.126040 1.766224 -0.000142 0.3816 0.0236 0.0101 0.11
H 0.252477 0.818809 1.468481 -0.0261 -0.1675 -0.3278 0.11
H -2.319610 1.293575 2.025788 -0.3517 -0.0276 -0.0895 0.07
H -2.015595 2.670244 0.870211 -0.5322 -0.4178 -0.0332 0.08
H -1.133795 2.537487 2.309132 0.2262 -0.2657 0.0599 0.08
H 1.838819 -0.419597 -0.377127 0.3384 -0.4825 -0.1780 0.11
H 1.398252 -2.051645 -0.418869 0.3569 0.0347 -0.5766 0.17
H 0.903675 -1.116300 0.768991 -0.0723 0.1767 -0.0200 0.14
H 4.247663 0.389887 -0.504517 -0.2522 -0.6218 0.2434 0.08
H 4.540138 -1.110679 -0.530965 -0.0834 -0.0163 0.0619 0.06
O 3.851512 -0.479054 -0.287654 0.3225 0.7640 -0.3282 -0.06
```
Positions in Å, forces in eV/Å.

The calculation puts the energy above the lowest of the compared OMol25 structures with the same formula, charge and spin at 3.41 kcal per mole. The calculation puts the lowest unoccupied orbital energy at -3.0 eV. Its total charge is +1. The orbital gap is 12.14 eV. As for the electronic energy: -10045.68347 eV.

***

Computed, not measured: a cluster of 2 separate species, C6H18NO in total, with ωB97M-V/def2-TZVPD.

```
26
Properties=species:S:1:pos:R:3:forces:R:3:lowdin_charge:R:1
C -0.239027 1.106524 -1.897893 1.9432 0.6785 0.2495 -0.04
C -0.663565 0.481876 -0.580525 1.2142 1.3566 0.8872 -0.31
C 0.107469 -0.725060 -0.042618 -0.9041 -1.3153 0.3808 -0.17
C 1.344412 -0.422233 0.830498 0.2537 0.1657 -0.3082 -0.19
C 1.106763 0.458290 2.063033 -0.3354 -0.2141 -0.2638 -0.25
C 0.030711 -0.142349 2.954194 -0.1589 0.2431 0.8369 -0.11
N -2.176551 0.291935 -0.524373 0.3435 -0.5674 -0.5273 0.24
H -0.252788 0.546212 -2.822292 -0.9105 -0.2991 0.1461 0.06
H 0.838860 1.319176 -1.760793 -0.1607 -0.3318 0.0770 0.11
H -0.550639 2.130411 -2.081381 -0.8538 -0.0117 0.1398 0.09
H -0.375000 1.209104 0.210055 -1.0573 0.1243 -0.6267 0.13
H 0.391663 -1.386591 -0.855956 0.0780 -0.0547 -0.0330 0.09
H -0.587018 -1.319583 0.601553 0.2723 0.3585 -0.3842 0.12
H 1.686017 -1.387046 1.211294 0.2005 -0.0354 -0.3625 0.12
H 2.097618 -0.013282 0.143856 0.1777 -0.0565 0.4321 0.12
H 0.793554 1.444345 1.711209 0.0561 0.2316 0.3432 0.09
H 1.985027 0.620149 2.713478 -0.0352 -0.2168 -0.8172 0.12
H -0.982958 -0.051527 2.563022 -0.0645 -0.0321 -0.1350 0.06
H 0.190103 -1.191425 3.237927 0.1571 0.1600 -0.3709 0.09
H 0.043825 0.403505 3.898310 -0.2259 0.0114 0.0438 0.08
H -2.621234 0.971537 0.090733 -0.1179 -0.3178 0.2187 0.18
H -2.345913 -0.685730 -0.265769 -0.3037 0.3110 0.4756 0.17
H -2.599281 0.389738 -1.448266 0.1029 0.1988 -0.1021 0.17
H 1.004215 -2.039683 -3.739426 0.2006 0.3026 -0.2139 0.06
H 0.992501 -0.550308 -3.201266 0.5708 -0.0125 -0.6432 0.01
O 0.781236 -1.457984 -3.008602 -0.4428 -0.6766 0.5572 -0.04
```
Positions in Å, forces in eV/Å.

The calculation puts the energy above the lowest of the compared OMol25 structures with the same formula, charge and spin at 25.36 kcal per mole. The calculation puts the lowest unoccupied orbital energy at -3.4 eV. Its total charge is +1. The orbital gap is 11.18 eV. As for the electronic energy: -10044.73144 eV.

***

Computed, not measured: a cluster of 3 separate species, C6H18NO in total, with ωB97M-V/def2-TZVPD.

```
26
Properties=species:S:1:pos:R:3:forces:R:3:lowdin_charge:R:1
C 0.834459 -1.713746 -2.526406 -0.2009 -1.2822 -0.0616 0.05
C 0.085713 -0.886158 -1.407889 0.2428 1.2267 -0.4017 -0.45
C 0.875481 0.329312 -0.963537 0.5044 -0.3237 0.3259 -0.11
C 0.227189 0.842593 0.333393 0.1678 0.7564 -0.1179 -0.40
C -1.221033 0.480567 0.457116 0.5439 0.9101 1.0287 0.00
C 0.960608 0.337434 1.567111 0.9109 0.5178 0.1644 -0.06
N -0.208054 -1.730859 -0.367349 -0.3764 -0.6189 -0.1123 0.31
H 1.733726 -2.185190 -2.142882 0.1312 0.2445 0.0688 0.10
H 1.043219 -1.060763 -3.364101 0.0827 0.4636 0.1914 0.11
H 0.190414 -2.507554 -2.909297 -0.0603 0.0590 0.1278 0.09
H -0.857830 -0.572238 -1.864388 -0.0385 -0.1306 -0.6125 0.17
H 1.905151 0.098691 -0.679555 0.0102 -0.2973 -0.2864 0.14
H 0.965386 1.051715 -1.773497 -0.4020 0.0234 -0.0441 0.14
H 0.407181 1.930412 0.313888 -0.7106 -0.0858 -0.0448 0.16
H -1.210775 -0.663733 0.505340 -0.1402 -0.8843 -0.2367 0.11
H -1.559499 0.739423 1.451728 -0.1160 -0.2480 0.4331 0.11
H -1.981633 0.863207 -0.198677 -0.0389 -0.2598 -0.9798 0.11
H 1.384540 -0.658587 1.448888 -0.4615 -0.1906 0.1928 0.08
H 0.346994 0.453767 2.452570 -0.1131 -0.3937 0.1692 0.09
H 1.825996 0.974135 1.758859 0.0825 0.0474 -0.1120 0.09
H -0.367300 -4.070019 1.878975 -0.2213 -0.5221 0.3192 -0.01
H -0.925114 -2.422133 -0.679213 -0.0378 0.5312 0.3490 0.14
H -0.645579 -4.684267 2.231474 0.2256 0.5349 -0.3251 0.02
H -1.191365 5.218602 2.254726 -0.0298 0.1060 0.0002 0.04
H -1.467668 5.184152 0.741948 0.0387 0.0294 0.2244 0.04
O -1.150206 4.651238 1.480775 0.0066 -0.2136 -0.2601 -0.07
```
Positions in Å, forces in eV/Å.

The calculation puts the energy above the lowest of the compared OMol25 structures with the same formula, charge and spin at 138.80 kcal per mole. The calculation puts the lowest unoccupied orbital energy at -7.8 eV. Its total charge is +1. The orbital gap is 6.31 eV. As for the electronic energy: -10039.81232 eV.